1.
This record from OMol25 describes a structure of composition C22H24Cl2FN3O5Ta at a distorted geometry. The level of theory is ωB97M-V with the def2-TZVPD basis set.

Last column: natural (NBO) charge in e.
CARTESIAN COORDINATES (ANGSTROEM)
Ta (-15.7892, 2.4704, -9.0917)  2.743
C (-12.1189, 7.3335, -4.9118)  -0.638
C (-11.3395, 7.1487, -6.2391)  -0.015
C (-9.8404, 6.9432, -6.0370)  -0.412
C (-9.5626, 5.6406, -5.2570)  -0.450
C (-10.2766, 4.4761, -5.8985)  0.021
C (-9.8118, 3.1730, -5.7879)  -0.182
C (-10.4885, 2.1235, -6.4163)  0.467
F (-9.9184, 0.9352, -6.4185)  -0.261
C (-11.7282, 2.2837, -6.9980)  -0.261
C (-12.2746, 3.5591, -7.0630)  -0.120
C (-13.5678, 3.7911, -7.5902)  0.446
O (-14.6135, 2.8599, -7.6299)  -0.729
C (-13.8058, 5.0565, -8.0979)  -0.294
C (-12.9905, 6.1463, -7.7110)  0.173
N (-11.9596, 5.9395, -6.9343)  -0.252
C (-11.4922, 4.6707, -6.6428)  0.253
C (-14.9355, 5.2681, -9.0167)  0.766
O (-15.6246, 6.2133, -9.2548)  -0.422
O (-15.2706, 4.1277, -9.6728)  -0.716
H (-11.5585, 8.0599, -4.3183)  0.261
H (-12.1620, 6.4273, -4.3476)  0.218
H (-13.1443, 7.7199, -5.0263)  0.237
H (-11.5133, 7.9879, -6.9226)  0.239
H (-9.4137, 7.8151, -5.6111)  0.268
H (-9.4578, 6.8714, -7.0755)  0.227
H (-9.9197, 5.7002, -4.1986)  0.256
H (-8.4820, 5.4744, -5.2168)  0.270
H (-8.8871, 3.0189, -5.2301)  0.277
H (-12.2442, 1.4262, -7.3816)  0.248
H (-13.2671, 7.1745, -7.9815)  0.277
C (-18.6556, 1.1822, -8.7298)  -0.289
C (-20.1366, 1.5030, -8.2696)  -0.234
N (-20.2533, 2.9079, -7.9323)  -0.365
C (-19.3473, 3.3008, -6.8717)  -0.206
C (-17.8163, 2.9507, -7.2900)  -0.340
N (-17.8566, 2.4450, -8.7274)  -0.573
C (-18.5060, 3.5449, -9.6003)  -0.262
C (-20.0071, 3.7115, -9.0996)  -0.239
H (-18.7210, 0.7364, -9.7685)  0.259
H (-18.1659, 0.4558, -8.0800)  0.231
H (-20.4112, 0.9489, -7.3832)  0.245
H (-20.8267, 1.2877, -9.0471)  0.245
H (-19.4891, 2.7310, -5.9523)  0.245
H (-19.4260, 4.3573, -6.6329)  0.246
H (-17.4713, 2.1560, -6.6348)  0.251
H (-17.2399, 3.8919, -7.1987)  0.249
H (-18.4092, 3.2247, -10.6572)  0.256
H (-17.9191, 4.4461, -9.4457)  0.231
H (-20.6253, 3.3981, -9.9362)  0.245
H (-20.2007, 4.7595, -8.9050)  0.248
Cl (-15.9996, -0.4013, -13.2876)  0.130
C (-14.7029, 0.2002, -12.2178)  -0.348
Cl (-13.3583, 1.0411, -13.0596)  0.116
C (-15.0799, 1.1648, -11.1657)  0.821
O (-14.6496, 1.0793, -9.9138)  -0.708
O (-15.9514, 2.1023, -11.2801)  -0.627
H (-14.2259, -0.6030, -11.6892)  0.275

Calculated values
Gap between HOMO and LUMO   6.1 eV
HOMO   -17.5201 eV
Charge   +3

2.
This record from OMol25 describes a structure of composition C22H24ClN2O4S2V. The level of theory is ωB97M-V with the def2-TZVPD basis set.

Last column: natural (NBO) charge in e.
CARTESIAN COORDINATES (ANGSTROEM)
V (1.4837, 0.4471, 0.2981)  1.092
Cl (2.1952, 6.8938, -3.0304)  0.049
C (2.2577, 5.3117, -2.3459)  -0.075
C (3.1186, 4.3551, -2.8950)  -0.153
C (3.1971, 3.0838, -2.3678)  -0.200
C (2.3981, 2.7371, -1.2762)  0.371
O (2.4777, 1.5186, -0.7623)  -0.587
C (1.5300, 3.6967, -0.7237)  -0.273
C (0.7202, 3.3868, 0.4139)  0.468
O (0.6446, 2.2814, 0.9651)  -0.580
C (1.4723, 4.9929, -1.2652)  -0.137
H (3.7311, 4.6267, -3.7442)  0.246
H (3.8653, 2.3452, -2.7873)  0.241
H (0.1193, 4.2039, 0.8326)  0.169
H (0.8122, 5.7329, -0.8314)  0.238
O (-1.5601, -1.3128, 1.3821)  -0.578
C (-0.3695, -1.4702, 1.2873)  0.804
O (0.4898, -0.4655, 1.5105)  -0.652
C (0.2898, -2.7592, 0.9407)  -0.258
C (-0.3466, -3.9245, 1.3678)  -0.143
C (0.2158, -5.1647, 1.1291)  -0.216
C (1.4195, -5.2468, 0.4408)  -0.166
C (2.0493, -4.1005, -0.0085)  -0.254
C (1.4980, -2.8433, 0.2372)  -0.038
S (2.3829, -1.4804, -0.4580)  0.028
H (-1.2863, -3.8310, 1.8958)  0.236
H (-0.2789, -6.0619, 1.4741)  0.230
H (1.8690, -6.2113, 0.2458)  0.229
H (2.9760, -4.1702, -0.5630)  0.231
N (-0.1243, 0.4249, -1.0070)  -0.517
C (-1.2623, 0.2291, -1.1597)  0.676
N (-2.5230, 0.0424, -1.3363)  -0.444
C (-3.0137, -1.0943, -2.1507)  -0.195
C (-3.9053, -1.9971, -1.3086)  -0.420
C (-4.9674, -1.1966, -0.5222)  -0.407
C (-4.8922, 0.3023, -0.7999)  -0.414
C (-3.4934, 0.8374, -0.5453)  -0.203
H (-2.1428, -1.6288, -2.5265)  0.227
H (-3.5461, -0.6812, -3.0081)  0.208
H (-3.2753, -2.5583, -0.6225)  0.226
H (-4.3761, -2.7171, -1.9792)  0.227
H (-4.8236, -1.3613, 0.5473)  0.219
H (-5.9689, -1.5539, -0.7587)  0.226
H (-5.5830, 0.8453, -0.1549)  0.239
H (-5.1894, 0.5245, -1.8273)  0.207
H (-3.2371, 0.7355, 0.5121)  0.223
H (-3.4085, 1.8859, -0.8344)  0.209
C (3.3156, -1.0199, 2.8252)  -0.736
S (3.2795, 0.6031, 2.0503)  0.415
C (2.5418, 1.5557, 3.3892)  -0.743
H (3.8835, -0.9451, 3.7501)  0.240
H (3.8196, -1.6953, 2.1391)  0.254
H (2.3024, -1.3671, 3.0172)  0.239
H (1.5696, 1.1445, 3.6552)  0.241
H (2.4308, 2.5827, 3.0525)  0.239
H (3.2180, 1.5313, 4.2413)  0.242

Calculated values
Gap between HOMO and LUMO (alpha / beta)   6.5 / 7.0 eV
<S²>   0.7650
Multiplicity   2
HOMO (alpha / beta)   -10.8212 / -11.0678 eV
Charge   +1

3.
This record from OMol25 describes a structure of composition C22H24F18N11O12S6Zn at a distorted geometry. The level of theory is ωB97M-V with the def2-TZVPD basis set.

Last column: Mulliken charge in e.
CARTESIAN COORDINATES (ANGSTROEM)
Zn (3.3532, 14.4877, 13.5545)  -0.378
C (6.2233, 14.4002, 16.3240)  0.541
F (5.9985, 13.3370, 15.5235)  -0.281
F (6.0513, 14.0461, 17.5609)  -0.160
F (7.4558, 14.8222, 16.0901)  -0.210
S (5.0111, 15.7252, 15.9114)  0.693
O (3.8078, 15.2790, 16.5036)  -0.589
O (5.5828, 16.9506, 16.3137)  -0.388
N (4.8646, 15.5902, 14.2417)  0.610
S (5.8918, 16.5205, 13.4000)  -0.038
O (7.1580, 16.8104, 13.9755)  -0.387
O (5.8926, 16.0048, 12.0554)  -0.237
C (5.0789, 18.1872, 13.2360)  0.289
F (4.6920, 18.6847, 14.4238)  -0.138
F (5.9640, 19.0432, 12.7241)  -0.101
F (4.0071, 18.1406, 12.4673)  -0.158
C (0.3839, 12.6937, 23.2355)  0.650
F (0.4742, 11.5223, 22.6071)  -0.231
F (-0.8629, 13.1474, 23.0993)  -0.229
F (0.6066, 12.5171, 24.5433)  -0.232
S (1.5665, 13.9366, 22.5264)  1.000
O (0.8753, 14.3746, 21.3480)  -0.571
O (1.7332, 14.9281, 23.5499)  -0.662
N (2.9616, 13.0945, 22.3952)  -0.539
S (3.5459, 13.2280, 20.9002)  1.206
O (4.8775, 12.6763, 20.8411)  -0.768
O (2.6416, 12.7901, 19.8843)  -0.669
C (3.9214, 15.0381, 20.5457)  0.607
F (2.9336, 15.6419, 19.9095)  -0.175
F (4.1997, 15.7202, 21.6576)  -0.242
F (4.9697, 15.0193, 19.7210)  -0.199
C (0.4606, 16.2964, 11.4104)  0.705
F (-0.5543, 15.9262, 12.1579)  -0.183
F (0.0535, 16.5698, 10.1757)  -0.227
F (1.0519, 17.3557, 11.9505)  -0.190
S (1.7811, 14.9531, 11.2617)  0.762
O (1.6557, 14.2349, 10.0578)  -0.544
O (3.0171, 15.6590, 11.5426)  -0.237
N (1.6595, 14.0973, 12.6849)  0.155
S (0.4584, 12.9882, 12.7209)  0.911
O (0.1061, 12.7355, 14.0720)  -0.594
O (-0.5528, 13.2881, 11.7641)  -0.571
C (1.3107, 11.4344, 12.1704)  0.661
F (2.4368, 11.3080, 12.9000)  -0.219
F (0.5169, 10.4164, 12.4055)  -0.198
F (1.6375, 11.4567, 10.8880)  -0.205
C (6.6131, 12.5557, 11.0275)  -1.090
C (5.5600, 12.8955, 11.9630)  0.410
N (4.7324, 13.1822, 12.6814)  0.340
H (7.5622, 12.8313, 11.4804)  0.227
H (6.4585, 13.1579, 10.1292)  0.386
H (6.5983, 11.5043, 10.7600)  0.345
C (5.9712, 11.3472, 19.0588)  -0.494
C (5.7130, 10.8392, 17.7187)  0.443
N (5.4361, 10.3872, 16.6928)  -0.478
H (5.1684, 10.9700, 19.6926)  0.260
H (6.0143, 12.4302, 19.0608)  0.056
H (6.8869, 10.9186, 19.4650)  0.348
C (1.8760, 20.3742, 13.2313)  -0.053
C (0.5139, 20.3519, 13.7349)  0.126
N (-0.5771, 20.2771, 14.0823)  -0.412
H (2.4555, 19.5842, 13.6967)  -0.294
H (2.3674, 21.3130, 13.4783)  0.438
H (1.8462, 20.2043, 12.1581)  0.217
C (5.9344, 21.7550, 10.4753)  -0.964
C (7.1071, 20.9314, 10.7311)  0.495
N (8.0356, 20.3023, 10.9704)  -0.453
H (5.6736, 22.3606, 11.3352)  0.325
H (5.0979, 21.1349, 10.1459)  0.279
H (6.1218, 22.3771, 9.5965)  0.369
C (6.2543, 17.8234, 9.3609)  -0.155
C (6.0317, 16.9491, 8.2149)  0.051
N (5.8336, 16.2883, 7.3065)  -0.460
H (6.4444, 18.8617, 9.0897)  0.307
H (6.9911, 17.4934, 10.0804)  0.223
H (5.2463, 17.9152, 9.7897)  -0.004
C (9.3549, 12.8663, 14.8305)  -0.574
C (8.4713, 11.8480, 14.2428)  0.381
N (7.7406, 11.0718, 13.8462)  -0.442
H (9.0341, 13.8287, 14.4437)  0.046
H (10.3778, 12.5937, 14.5902)  0.407
H (9.1939, 12.8227, 15.9047)  0.245
C (5.5174, 20.3818, 17.5175)  -0.563
C (4.1912, 19.9361, 17.9215)  0.379
N (3.1433, 19.5932, 18.2275)  -0.435
H (5.9807, 20.9899, 18.2838)  0.382
H (5.4432, 20.9071, 16.5626)  0.183
H (6.1119, 19.5041, 17.2490)  0.113
C (8.5298, 19.9204, 13.9813)  -0.331
C (9.1090, 19.4165, 15.2200)  0.150
N (9.5604, 18.9934, 16.1950)  -0.509
H (9.0153, 20.8406, 13.6518)  0.514
H (7.4848, 20.1932, 14.0821)  0.059
H (8.6691, 19.1823, 13.1983)  0.173

Calculated values
Gap between HOMO and LUMO   7.9 eV
HOMO   -6.9051 eV
Charge   -1